Entry from OMol25: C17H51BN4O5Pt as an isolated structure (ωB97M-V/def2-TZVPD).

Last column: Mulliken spin population.
Atoms and positions in Å:
Pt: -0.7516 -1.0748 0.5737  1.106
B: 0.8128 -1.7472 -1.2134  0.110
H: 1.6930 -1.7398 -2.0328  0.022
H: 0.9586 -0.8203 -0.4222  0.096
H: -0.2624 -1.6285 -1.7747  0.006
H: 0.8212 -2.8091 -0.6100  0.005
C: -3.5444 -0.4628 2.6549  0.016
O: -2.2827 -0.5446 2.1190  0.086
H: -3.9194 0.5864 2.6736  0.002
H: -4.3172 -1.0048 2.0725  0.002
H: -3.5830 -0.7648 3.7158  0.001
C: -2.5371 -5.1399 1.4657  0.008
C: -2.0794 -3.6928 1.5979  -0.017
C: -0.8238 -3.6562 2.4753  0.018
O: 0.0480 -2.5914 2.1055  0.079
C: 1.3945 -2.8291 2.4612  0.003
N: -1.7711 -3.0964 0.2644  0.128
H: -2.8344 -5.5033 2.4602  0.000
H: -1.7643 -5.8238 1.1112  0.000
H: -3.4582 -5.2840 0.8957  0.000
H: -2.9094 -3.1376 2.0283  -0.002
H: -0.2828 -4.6057 2.4808  0.001
H: -1.1344 -3.4374 3.5050  0.002
H: 2.0294 -2.0414 2.0682  0.003
H: 1.7344 -3.8091 2.1173  0.001
H: 1.4754 -2.8202 3.5577  -0.001
H: -0.9367 -3.5796 -0.0870  -0.008
H: -2.4643 -3.4864 -0.3747  0.006
C: -4.0234 -0.9905 -1.8733  -0.003
C: -2.7585 -0.1623 -2.0152  -0.009
C: -3.0365 1.0957 -2.7989  0.009
O: -1.8759 1.9196 -2.7743  -0.004
C: -1.8801 2.9355 -3.7397  0.001
N: -2.2160 0.2019 -0.6777  0.205
H: -4.4232 -1.2549 -2.8523  -0.001
H: -4.8180 -0.4666 -1.3396  -0.001
H: -3.7365 -1.8727 -1.3009  0.001
H: -1.9558 -0.6911 -2.5306  0.000
H: -3.8434 1.6925 -2.3546  0.002
H: -3.2341 0.8001 -3.8364  0.002
H: -0.9302 3.4682 -3.6362  0.000
H: -2.6625 3.6886 -3.5928  0.000
H: -1.8968 2.5489 -4.7642  0.000
H: -2.1102 1.2164 -0.6394  -0.007
H: -2.9359 0.1048 0.0457  -0.008
C: 2.6325 1.0592 1.4364  0.002
C: 1.4570 1.0083 2.3905  -0.014
C: 1.2956 2.3357 3.1446  0.008
O: 2.4757 2.9129 3.6189  0.003
C: 3.1190 2.1366 4.6040  0.000
N: 0.2242 0.6800 1.6538  0.164
H: 3.5280 1.4618 1.9066  0.000
H: 2.3665 1.7215 0.6045  -0.002
H: 2.8920 0.1026 0.9803  0.001
H: 1.6822 0.2261 3.1269  0.005
H: 0.5664 2.2363 3.9654  0.000
H: 0.8460 3.0345 2.4279  0.000
H: 3.8312 2.7898 5.1057  0.000
H: 3.6653 1.2843 4.1901  0.000
H: 2.3726 1.8022 5.3363  0.000
H: -0.5734 0.8415 2.2829  -0.006
H: 0.0928 1.4389 0.9780  -0.023
C: 2.1270 3.5714 -2.2945  0.000
C: 1.6576 2.1587 -2.6135  -0.002
C: 2.8053 1.2103 -2.8779  0.000
O: 3.6797 1.6903 -3.8683  0.000
C: 5.0131 1.8774 -3.4306  0.000
N: 0.8073 1.6253 -1.5117  -0.011
H: 2.6991 3.9531 -3.1440  0.000
H: 2.8513 3.5137 -1.4703  0.000
H: 1.3583 4.2745 -1.9836  0.000
H: 0.9732 2.1868 -3.4702  0.000
H: 2.3639 0.2749 -3.2509  0.000
H: 3.2905 0.8913 -1.9450  0.000
H: 5.3616 0.9696 -2.9240  0.000
H: 5.0703 2.6913 -2.6976  0.000
H: 5.6305 2.0900 -4.2969  0.000
H: -0.1638 1.6170 -1.8057  -0.001
H: 1.0283 0.6427 -1.3768  0.016

⟨S²⟩	2.00
total energy	-38571.1172	eV
lowest unoccupied orbital energy (alpha / beta)	0.417 / 0.389	eV
strongest force on any atom	0.03239	Eh/bohr
gap between HOMO and LUMO (alpha / beta)	0.270 / 0.291	Ha
HOMO (alpha / beta)	-6.92 / -7.52	eV
charge	0
2S+1	3


Entry from OMol25: C17H53MnO17 as an isolated structure (ωB97M-V/def2-TZVPD).

Last column: Mulliken spin population.
Atoms and positions in Å:
Mn: 0.8447 -0.9697 2.8193  4.783
C: 4.3575 0.8994 4.1066  -0.001
C: 3.0477 0.2617 3.7317  -0.008
O: 2.4156 0.6808 2.7209  0.028
O: 2.5640 -0.7020 4.3772  0.030
H: 5.0244 0.8484 3.2463  0.001
H: 4.8462 0.3478 4.9100  0.001
H: 4.2042 1.9219 4.4481  0.001
C: -0.4418 -4.7629 3.2772  -0.002
C: 0.0591 -3.3453 3.1690  -0.007
O: -0.6477 -2.3740 3.5642  0.048
O: 1.2369 -3.0943 2.7980  0.033
H: -1.4452 -4.7789 3.6941  0.002
H: 0.2646 -5.2699 3.9332  0.000
H: -0.4738 -5.2180 2.2880  0.001
C: 0.1368 0.0219 -1.0775  0.020
C: 0.3909 -0.4671 0.3079  -0.103
O: 1.4512 -1.0669 0.5931  0.062
O: -0.4789 -0.2870 1.2137  0.068
H: -0.9038 -0.1556 -1.3865  0.001
H: 0.6354 -0.4904 -1.9029  -0.001
H: 0.2934 1.0964 -1.1867  0.004
C: -3.0575 2.2180 0.7450  0.000
O: -2.9687 0.8118 0.8609  0.000
H: -2.1751 2.6472 0.2545  0.000
H: -3.8967 2.5253 0.1251  0.000
H: -3.0896 2.6695 1.7393  0.000
H: -2.0452 0.5220 1.0143  0.000
C: 3.7019 0.0251 -1.4365  0.000
O: 3.0974 -1.2030 -1.7952  -0.001
H: 3.1070 0.5365 -0.6733  0.000
H: 4.6857 -0.1569 -0.9901  0.000
H: 3.7701 0.7078 -2.2800  0.000
H: 2.6039 -1.4687 -1.0053  0.002
C: 1.6147 0.6228 -4.1303  0.001
O: 0.5006 0.0812 -4.8706  0.000
H: 2.3403 -0.1864 -4.1010  0.000
H: 2.0658 1.4873 -4.6304  0.000
H: 1.2685 0.9043 -3.1355  0.000
H: -0.2388 0.7067 -4.7252  0.000
C: -4.2840 0.5182 -2.0891  0.000
O: -4.3352 0.2836 -3.4856  0.000
H: -3.4835 -0.0531 -1.6141  0.000
H: -4.1156 1.5763 -1.9038  0.000
H: -5.2082 0.2196 -1.5854  0.000
H: -4.4232 -0.6555 -3.6588  0.000
C: -2.2692 1.6824 -3.2965  0.000
O: -1.6179 1.8698 -4.5454  0.000
H: -3.3405 1.8892 -3.3585  0.000
H: -2.0924 0.6775 -2.9219  0.000
H: -1.8572 2.3613 -2.5356  0.000
H: -1.8228 2.7456 -4.8787  0.000
C: 1.7998 3.6881 -1.9868  0.000
O: 3.0222 3.1888 -1.4833  0.000
H: 1.5167 4.5848 -1.4159  0.000
H: 1.8982 4.0524 -3.0063  0.000
H: 0.9907 2.9618 -1.8847  0.000
H: 2.9334 3.0059 -0.5439  0.000
C: 0.0360 3.0571 2.3160  0.001
O: -0.7475 4.2455 2.5689  0.000
H: -0.6405 2.2349 2.1157  0.006
H: 0.5968 3.2052 1.3885  -0.001
H: 0.7072 2.8727 3.1490  0.000
H: -0.1144 4.9370 2.7775  0.000
C: -1.6508 -1.7408 -3.8290  0.000
O: -0.5114 -2.5912 -3.8144  0.000
H: -2.1895 -1.9384 -4.7588  0.000
H: -2.2954 -2.0286 -2.9956  0.000
H: -1.3975 -0.6934 -3.6596  0.000
H: 0.1201 -2.2597 -4.4605  0.000
C: -1.6048 0.7501 4.3252  0.004
O: -0.2241 0.4213 4.3233  0.016
H: -2.0330 0.1650 3.5127  0.003
H: -2.1326 0.4995 5.2491  0.001
H: -1.8023 1.8111 4.1387  0.002
H: 0.2035 0.7759 5.1087  0.002
C: -3.1903 -2.5723 0.2081  0.000
O: -4.3174 -1.7044 0.3799  0.000
H: -2.9748 -3.0168 1.1882  0.000
H: -3.5070 -3.4059 -0.4192  0.000
H: -2.2907 -2.0677 -0.1430  0.000
H: -3.9503 -0.8294 0.5908  0.000
C: 4.3161 -3.4604 0.9416  -0.002
O: 3.2112 -4.3313 1.0446  0.000
H: 4.6599 -3.1453 1.9391  0.000
H: 5.1327 -3.9683 0.4310  0.000
H: 4.0886 -2.5187 0.4323  0.000
H: 2.5254 -3.8460 1.5349  0.002

⟨S²⟩	8.75
total energy	-84618.3466	eV
lowest unoccupied orbital energy (alpha / beta)	2.137 / 2.137	eV
strongest force on any atom	0.03662	Eh/bohr
gap between HOMO and LUMO (alpha / beta)	0.281 / 0.325	Ha
HOMO (alpha / beta)	-5.51 / -6.70	eV
charge	-1
2S+1	6